[1]
{"formula": "C2H6ClN2O3P", "method": "ωB97M-V/def2-TZVPD", "species": ["C", "C", "N", "N", "O", "O", "O", "P", "Cl", "H", "H", "H", "H", "H", "H"], "coordinates": [[-0.657, 1.505, -0.125], [-0.083, -0.406, -1.275], [-0.162, 0.202, 0.102], [-0.021, -0.277, 1.210], [2.197, -0.001, 1.654], [1.834, -1.973, 0.106], [1.150, -2.109, 2.672], [1.477, -1.343, 1.434], [-3.205, 0.037, -0.799], [0.183, 2.146, 0.103], [-1.030, 1.730, -1.032], [-1.346, 1.765, 0.726], [0.573, 0.156, -1.881], [0.103, -1.436, -1.227], [-1.012, 0.004, -1.666]], "lowdin_charge": [-0.175, -0.067, -0.307, 0.101, -0.441, -0.440, -0.443, 0.047, -0.545, 0.087, 0.004, 0.095, 0.068, 0.053, -0.037], "charge": -2, "homo_lumo_gap_ev": 7.38}


[2]
{"formula": "C27H15BrClMoN5O5S3", "method": "ωB97M-V/def2-TZVPD", "species": ["Mo", "O", "C", "O", "C", "C", "Cl", "N", "N", "C", "C", "O", "O", "C", "C", "C", "C", "C", "C", "H", "H", "H", "H", "H", "H", "Br", "C", "C", "C", "C", "C", "C", "N", "N", "C", "C", "C", "C", "O", "C", "N", "C", "C", "C", "C", "H", "H", "H", "H", "H", "H", "H", "H", "H", "S", "C", "S", "S"], "coordinates": [[0.236, -0.077, -0.033], [1.538, 2.293, 5.245], [2.415, 1.330, 5.015], [3.270, 1.030, 5.804], [2.299, 0.615, 3.706], [3.119, -0.422, 3.274], [4.377, -1.210, 4.077], [2.721, -0.795, 2.038], [1.669, -0.056, 1.668], [1.398, 0.788, 2.647], [0.230, 1.684, 2.380], [-0.104, 2.540, 3.180], [-0.331, 1.454, 1.239], [3.156, -1.806, 1.127], [2.169, -2.429, 0.382], [2.529, -3.337, -0.602], [3.865, -3.637, -0.809], [4.843, -3.007, -0.049], [4.498, -2.073, 0.915], [0.893, 2.433, 4.502], [1.112, -2.273, 0.573], [1.751, -3.793, -1.200], [4.150, -4.354, -1.567], [5.888, -3.226, -0.221], [5.262, -1.549, 1.470], [5.956, 6.859, -3.562], [4.409, 6.087, -4.334], [4.468, 5.593, -5.627], [3.331, 5.042, -6.195], [2.164, 4.950, -5.451], [2.105, 5.465, -4.163], [3.234, 6.042, -3.602], [0.994, 4.434, -6.104], [0.349, 3.494, -5.632], [0.808, 2.729, -4.513], [2.040, 2.129, -4.449], [2.406, 1.290, -3.380], [1.526, 1.054, -2.351], [1.789, 0.309, -1.284], [0.236, 1.643, -2.435], [-0.615, 1.351, -1.413], [-1.825, 1.865, -1.385], [-2.282, 2.700, -2.415], [-1.460, 2.989, -3.471], [-0.150, 2.464, -3.504], [5.390, 5.650, -6.189], [3.342, 4.674, -7.213], [1.183, 5.419, -3.599], [3.203, 6.450, -2.602], [2.761, 2.296, -5.238], [3.389, 0.840, -3.353], [-2.443, 1.605, -0.537], [-3.287, 3.092, -2.364], [-1.800, 3.613, -4.287], [-2.539, -3.688, -0.408], [-1.647, -2.354, -0.269], [-1.505, -1.287, 1.111], [-0.658, -1.640, -1.550]], "lowdin_charge": [1.309, 0.141, -0.498, 0.096, -0.025, -0.552, 0.858, -0.031, 0.002, -0.105, -0.520, 0.104, -0.205, -0.184, -0.062, -0.054, -0.061, -0.058, -0.025, 0.067, 0.041, 0.110, 0.110, 0.111, 0.096, 0.742, -0.694, -0.119, -0.031, -0.286, -0.024, -0.114, 0.089, 0.081, -0.228, 0.000, 0.026, -0.340, -0.255, -0.151, -0.063, -0.081, -0.016, 0.028, -0.090, 0.103, 0.118, 0.120, 0.105, 0.120, 0.123, 0.125, 0.115, 0.120, 0.586, -1.770, 0.484, 0.513], "spin_multiplicity": 3, "s_squared": 2.02, "homo_lumo_gap_ev": [6.39, 6.85]}


[3]
{"formula": "C18H16N6O2S2Ti", "method": "ωB97M-V/def2-TZVPD", "species": ["Ti", "N", "C", "C", "C", "C", "C", "C", "C", "C", "C", "C", "C", "C", "H", "H", "H", "H", "H", "H", "H", "H", "H", "H", "N", "C", "N", "C", "C", "S", "C", "C", "S", "C", "N", "N", "H", "H", "H", "H", "H", "H", "O", "N", "O"], "coordinates": [[0.153, -0.445, 0.002], [-0.240, 1.146, 1.516], [-1.312, 1.074, 2.476], [-1.088, 1.640, 3.722], [-2.088, 1.691, 4.675], [-3.341, 1.204, 4.342], [-3.551, 0.631, 3.099], [-2.541, 0.490, 2.137], [-2.818, -0.233, 0.839], [-3.992, -0.993, 0.766], [-4.359, -1.656, -0.392], [-3.557, -1.558, -1.517], [-2.366, -0.855, -1.432], [-1.929, -0.204, -0.262], [0.581, 1.569, 1.934], [-0.545, 1.739, 0.747], [-0.110, 2.058, 3.939], [-1.897, 2.129, 5.645], [-4.161, 1.271, 5.046], [-4.548, 0.288, 2.866], [-4.627, -1.115, 1.632], [-5.264, -2.252, -0.408], [-3.836, -2.056, -2.438], [-1.729, -0.848, -2.310], [-0.684, 2.154, -2.289], [0.618, 2.057, -1.953], [1.050, 1.245, -1.025], [2.419, 1.406, -0.803], [3.006, 2.347, -1.553], [1.844, 3.084, -2.595], [3.029, 0.506, 0.199], [4.310, 0.413, 0.579], [4.493, -0.879, 1.711], [2.796, -1.212, 1.615], [2.162, -0.397, 0.805], [2.166, -2.167, 2.316], [-1.278, 1.404, -1.931], [-0.916, 2.520, -3.196], [4.045, 2.632, -1.591], [5.160, 0.986, 0.245], [2.721, -2.921, 2.686], [1.243, -2.410, 1.910], [-0.072, -2.216, 0.662], [0.369, -2.747, -0.559], [0.585, -1.641, -1.365]], "lowdin_charge": [0.877, 0.022, -0.221, -0.042, -0.091, -0.086, -0.034, -0.095, -0.174, -0.049, -0.083, -0.086, -0.147, -0.194, 0.102, 0.091, 0.110, 0.102, 0.102, 0.097, 0.093, 0.100, 0.101, 0.086, 0.132, -0.670, -0.015, -0.304, -0.337, 1.082, -0.316, -0.342, 1.073, -0.660, -0.013, 0.126, 0.070, 0.105, 0.081, 0.078, 0.103, 0.078, -0.392, -0.103, -0.356], "spin_multiplicity": 3, "s_squared": 2.01, "homo_lumo_gap_ev": [6.36, 8.03]}


[4]
{"formula": "C8H14", "method": "ωB97M-V/def2-TZVPD", "species": ["C", "C", "C", "C", "C", "C", "C", "C", "H", "H", "H", "H", "H", "H", "H", "H", "H", "H", "H", "H", "H", "H"], "coordinates": [[-0.882, 2.297, 0.073], [0.138, 2.116, 1.143], [0.206, 0.664, 1.700], [0.691, -0.310, 0.584], [1.987, -0.606, 0.539], [-1.266, -2.253, -2.112], [-0.164, -1.446, -1.501], [-0.334, -0.790, -0.342], [-0.833, 1.540, -0.691], [-1.891, 2.055, 0.498], [-1.056, 3.291, -0.396], [1.110, 2.325, 0.682], [0.148, 2.697, 2.069], [0.861, 0.501, 2.544], [-0.848, 0.387, 2.099], [2.444, -1.407, -0.062], [2.603, -0.270, 1.356], [-0.649, -3.019, -2.639], [-1.912, -2.568, -1.296], [-1.956, -1.722, -2.769], [0.850, -1.318, -1.883], [-1.308, -0.607, 0.120]], "lowdin_charge": [-0.124, -0.268, -0.172, -0.325, 0.043, -0.097, -0.150, -0.130, 0.048, 0.085, 0.084, 0.106, 0.104, 0.091, 0.135, 0.070, 0.055, 0.087, 0.071, 0.071, 0.106, 0.110], "smiles": "C=C(/C=C/C)CCC", "homo_lumo_gap_ev": 9.26}


[5]
{"formula": "C39H44CoN3O2Sb", "method": "ωB97M-V/def2-TZVPD", "species": ["Co", "C", "O", "C", "C", "C", "C", "C", "C", "N", "N", "C", "C", "O", "C", "C", "C", "C", "C", "C", "C", "C", "H", "H", "H", "H", "H", "H", "H", "H", "H", "H", "H", "H", "H", "N", "C", "C", "C", "C", "C", "C", "C", "C", "C", "C", "C", "C", "C", "H", "H", "H", "H", "H", "H", "H", "H", "H", "H", "C", "C", "C", "Sb", "C", "C", "C", "C", "C", "C", "H", "H", "H", "H", "H", "H", "H", "H", "H", "H", "H", "H", "H", "H", "H", "H", "H", "H", "H", "H", "H"], "coordinates": [[-0.478, -0.152, 0.378], [0.800, -0.024, -2.712], [-0.094, -0.635, -1.786], [-0.996, -1.562, -2.258], [-1.215, -1.824, -3.598], [-2.168, -2.774, -3.949], [-2.889, -3.446, -2.977], [-2.663, -3.180, -1.633], [-1.710, -2.242, -1.267], [-1.428, -1.873, 0.077], [-1.798, -2.731, 0.946], [-1.684, -2.531, 2.271], [-1.302, -1.303, 2.893], [-0.943, -0.253, 2.249], [-1.338, -1.222, 4.326], [-1.667, -2.293, 5.077], [-2.008, -3.559, 4.496], [-2.315, -4.664, 5.309], [-2.635, -5.874, 4.747], [-2.652, -6.001, 3.353], [-2.354, -4.932, 2.541], [-2.029, -3.683, 3.097], [1.363, -0.787, -3.251], [1.478, 0.583, -2.118], [0.259, 0.609, -3.418], [-0.660, -1.306, -4.366], [-2.346, -2.979, -4.996], [-3.635, -4.175, -3.261], [-3.225, -3.683, -0.859], [-1.070, -0.272, 4.767], [-1.672, -2.212, 6.158], [-2.297, -4.543, 6.385], [-2.871, -6.724, 5.373], [-2.902, -6.955, 2.906], [-2.362, -5.045, 1.466], [1.482, 0.181, 0.589], [2.488, -0.084, 1.293], [2.309, -1.149, 2.327], [1.722, -2.358, 1.967], [1.498, -3.329, 2.933], [1.842, -3.081, 4.253], [2.428, -1.872, 4.610], [2.671, -0.905, 3.650], [3.777, 0.626, 1.126], [3.792, 1.919, 0.602], [4.997, 2.572, 0.418], [6.188, 1.935, 0.747], [6.174, 0.648, 1.265], [4.969, -0.009, 1.462], [1.462, -2.543, 0.931], [1.047, -4.272, 2.655], [1.657, -3.835, 5.007], [2.696, -1.684, 5.641], [3.127, 0.039, 3.922], [2.857, 2.412, 0.367], [5.012, 3.579, 0.024], [7.130, 2.447, 0.602], [7.103, 0.155, 1.519], [4.954, -1.013, 1.863], [-1.409, 5.156, -0.293], [-0.644, 3.838, -0.270], [0.385, 3.755, -1.396], [-1.835, 2.043, -0.317], [-2.728, 1.938, -2.275], [-3.187, 3.265, -2.866], [-3.855, 0.907, -2.221], [-3.453, 2.401, 1.054], [-4.517, 3.391, 0.594], [-2.837, 2.787, 2.399], [-0.705, 5.992, -0.264], [-2.072, 5.259, 0.565], [-2.008, 5.265, -1.198], [-0.120, 3.751, 0.687], [-0.091, 3.790, -2.379], [0.974, 2.835, -1.343], [1.079, 4.598, -1.343], [-1.922, 1.535, -2.896], [-3.935, 3.754, -2.241], [-3.641, 3.097, -3.846], [-2.360, 3.962, -3.005], [-4.669, 1.237, -1.573], [-3.511, -0.066, -1.860], [-4.275, 0.756, -3.219], [-3.911, 1.413, 1.155], [-4.104, 4.381, 0.402], [-5.276, 3.500, 1.372], [-5.025, 3.057, -0.311], [-2.327, 3.751, 2.344], [-2.118, 2.041, 2.744], [-3.617, 2.878, 3.159]], "lowdin_charge": [0.537, -0.049, -0.223, -0.234, -0.011, -0.065, -0.070, -0.009, -0.189, -0.024, 0.118, -0.150, -0.309, -0.138, 0.004, 0.000, -0.175, -0.029, -0.073, -0.066, -0.026, -0.111, 0.109, 0.075, 0.094, 0.112, 0.112, 0.110, 0.111, 0.122, 0.124, 0.116, 0.107, 0.108, 0.101, 0.224, -0.254, -0.189, -0.032, -0.059, -0.060, -0.054, -0.019, -0.170, -0.024, -0.061, -0.060, -0.055, -0.016, 0.117, 0.117, 0.114, 0.112, 0.127, 0.100, 0.110, 0.112, 0.112, 0.123, -0.128, -0.555, -0.153, 1.588, -0.546, -0.128, -0.135, -0.550, -0.129, -0.146, 0.085, 0.056, 0.065, 0.081, 0.070, 0.038, 0.084, 0.065, 0.067, 0.085, 0.057, 0.067, 0.057, 0.087, 0.085, 0.064, 0.085, 0.055, 0.067, 0.051, 0.085], "charge": 1, "spin_multiplicity": 5, "s_squared": 6.02, "homo_lumo_gap_ev": [6.87, 5.96]}


Question: Number 1 is which compound?
Answer: C2H6ClN2O3P